Molecular formula: C3H6N2OS2
Method: DFT, ωB97M-V/def2-TZVPD

Last column: Mulliken charge in e.
Cartesian coordinates (Å):
C  -2.271  -0.407  0.116  -1.0204
C  -0.738  -0.239  0.057  0.5364
N  -0.210  0.936  -0.224  -0.3553
O  -1.172  1.883  0.020  -0.4126
S  0.398  -1.555  0.002  -0.0623
N  1.763  -0.857  -0.491  -0.1895
C  2.677  -0.382  0.396  -0.0428
S  3.946  0.541  0.008  -0.3260
H  -2.717  -0.100  -0.883  0.3013
H  -2.473  -1.498  0.141  0.3668
H  -2.633  0.034  1.012  0.3071
H  -0.832  2.730  -0.149  0.3486
H  1.983  -0.560  -1.461  0.2843
H  2.278  -0.526  1.455  0.2644

- HOMO level (eV) = -8.76
- SMILES = C/C(=N\O)SNC=S
- E (eV) = -29903.6779
- maximum force (eV/A) = 3.6
- ΔE to the lowest compared entry with this formula, charge and spin (kcal per mole) = 84.1